ORCA calculation (wB97M-V/def2-TZVPD) on a molecular structure, C25H20BrN5O2S5SbTc.

Atoms and positions in Å:
Tc: 0.615591 0.233834 -0.138969
C: -3.371114 -0.167968 1.734443
C: -3.519041 -1.536540 1.911729
C: -2.520560 -2.386690 1.473813
C: -1.389905 -1.865274 0.844563
C: -1.248149 -0.489616 0.608241
C: -2.247752 0.351806 1.097928
C: -0.268377 -2.687211 0.406765
C: -0.212737 -4.079398 0.393155
C: 0.864343 -4.727085 -0.176821
C: 1.914675 -3.979344 -0.711525
C: 3.041982 -4.545234 -1.471419
C: 4.074292 -3.814734 -1.892133
C: 4.205630 -2.370082 -1.490332
C: 2.849019 -1.762141 -1.236288
C: 1.821005 -2.607958 -0.586634
N: 0.765790 -1.958480 -0.068220
H: -4.141112 0.506750 2.086742
H: -4.399532 -1.934583 2.396608
H: -2.621768 -3.452545 1.632429
H: -2.176520 1.424228 0.976518
H: -1.043958 -4.647401 0.783641
H: 0.881231 -5.808394 -0.235654
H: 3.002041 -5.604170 -1.694636
H: 4.888375 -4.270026 -2.440923
H: 4.834374 -2.315073 -0.597281
H: 2.441448 -1.521195 -2.227021
C: 1.386838 0.963324 5.155695
C: 1.693134 1.806942 3.978330
N: 2.212407 2.988250 3.989743
N: 2.285677 3.363225 2.676838
C: 1.819550 2.442714 1.845657
S: 1.628186 2.470303 0.159110
N: 1.443915 1.433777 2.661572
N: 0.863907 0.264244 2.149944
H: 1.734093 1.475493 6.048951
H: 1.888417 -0.003426 5.090141
H: 0.312094 0.795899 5.245586
H: 2.649549 4.272864 2.436244
H: -0.061372 0.139021 2.563634
H: 1.449983 -0.528248 2.407437
S: 1.871479 1.039514 -3.458024
Sb: 4.039702 0.866756 -2.275957
S: 0.449055 -0.094548 -2.395038
S: 3.013903 -0.215477 -0.301387
S: 5.007720 -1.296285 -2.766801
Br: -4.687573 5.537279 -0.667865
C: -3.950348 4.314680 -1.892369
C: -4.424835 4.267707 -3.198808
C: -3.881891 3.367848 -4.105098
C: -2.867746 2.510190 -3.717599
C: -2.401588 2.566571 -2.404243
C: -2.938783 3.469308 -1.484651
C: -1.337974 1.685046 -1.943111
O: -0.899791 0.791732 -2.846399
O: -0.855280 1.724443 -0.812474
H: -5.217936 4.936780 -3.503896
H: -4.255929 3.339477 -5.118953
H: -2.445205 1.808618 -4.422341
H: -2.562628 3.510501 -0.472591

Forces on the atoms, in the same order (eV/Å):
Tc -0.45 0.06 0.21
C -0.01 0.03 0.01
C 0.02 -0.03 -0.01
C -0.02 0.03 0.02
C 0.04 -0.07 0.01
C 0.18 0.09 -0.09
C -0.02 -0.04 0.02
C -0.09 0.08 -0.06
C 0.00 0.00 -0.03
C -0.02 0.00 0.01
C -0.01 0.00 0.00
C 0.02 -0.02 -0.01
C -0.02 -0.01 0.01
C 0.01 0.04 0.00
C 0.09 0.02 -0.07
C -0.01 -0.02 0.06
N 0.13 -0.05 -0.03
H 0.00 0.00 0.00
H 0.00 0.00 0.00
H 0.01 0.00 0.00
H -0.01 0.00 0.00
H 0.01 -0.01 0.00
H 0.00 0.01 0.01
H 0.01 0.01 -0.01
H -0.01 0.00 -0.01
H 0.01 -0.01 0.00
H -0.03 0.03 0.00
C 0.01 -0.01 -0.02
C -0.03 -0.07 0.03
N 0.02 0.03 0.00
N 0.04 0.03 0.02
C -0.10 -0.05 -0.02
S 0.09 0.15 -0.24
N 0.04 0.01 -0.05
N 0.02 0.07 0.01
H 0.00 0.01 0.00
H 0.00 0.00 0.01
H 0.01 -0.01 0.00
H 0.00 0.00 0.00
H -0.03 -0.01 -0.07
H -0.04 -0.02 0.05
S 0.00 0.00 -0.03
Sb 0.04 0.12 0.08
S -0.02 -0.13 0.06
S 0.03 -0.14 0.00
S 0.04 -0.08 -0.02
Br -0.01 0.01 0.01
C 0.02 -0.02 -0.01
C -0.01 0.01 0.01
C 0.01 -0.01 -0.01
C -0.02 0.01 -0.01
C 0.04 -0.03 0.02
C -0.02 0.03 -0.01
C 0.06 0.05 -0.08
O -0.01 0.07 0.01
O 0.01 -0.15 0.21
H 0.00 0.00 0.00
H 0.00 0.00 0.00
H 0.00 0.00 0.01
H 0.00 0.00 0.00

The value obtained for the HOMO energy is -13.6 eV. As for the charge: +2. The total energy is -6274.51372 Eh. The calculation puts the energy above the lowest of the compared OMol25 structures with the same formula, charge and spin at 0.00 kJ/mol.